Entry 1:
Molecular formula: C24H56
Method: DFT, ωB97M-V/def2-TZVPD

Values from the calculation:
Energy above the lowest of the compared OMol25 structures with the same formula, charge and spin, kcal per mole: 217.5
SMILES string: CCCCCC.CCCCCC.CCCCCC.CCCCCC
Electronic energy, Ha: -947.63640
Strongest force on any atom, eV Å⁻¹: 9.225

Atoms and positions in Å:
C (138.3970, 123.2980, 59.9970)
C (137.5230, 124.1420, 60.9760)
C (136.7070, 120.4930, 55.8750)
C (136.3460, 122.7110, 53.9060)
C (135.6640, 122.6960, 55.2850)
C (137.4860, 126.8530, 54.9130)
C (141.9220, 123.7360, 53.6310)
C (136.4430, 119.4500, 57.0460)
C (139.6690, 123.3410, 50.9560)
C (140.7220, 123.8240, 54.6410)
C (139.1190, 121.9140, 50.6690)
C (138.1190, 117.4170, 52.7760)
C (136.1000, 125.8350, 59.5970)
C (140.2630, 125.3270, 54.9520)
C (139.4420, 120.9780, 51.8210)
C (136.4140, 118.0080, 56.6100)
C (138.5210, 126.8360, 55.9840)
C (139.1670, 118.5870, 52.7510)
C (138.8050, 119.6830, 51.7010)
C (137.1300, 125.5770, 60.7270)
C (136.3070, 121.8630, 56.2980)
C (139.3990, 121.2140, 59.4070)
C (138.4570, 121.7800, 60.3280)
C (139.2260, 125.4320, 55.9880)
H (140.9400, 123.3230, 55.5680)
H (137.8590, 119.8190, 51.4170)
H (136.7100, 125.9970, 61.4610)
H (139.3540, 123.8810, 59.9020)
H (139.1890, 119.2050, 50.6120)
H (138.2610, 116.8130, 53.6810)
H (140.2470, 118.0690, 52.7870)
H (137.7180, 126.7940, 56.8530)
H (140.5140, 121.2610, 59.5830)
H (140.7460, 123.1760, 51.0330)
H (139.8240, 123.2700, 53.9920)
H (137.6940, 126.4470, 53.9140)
H (136.3630, 125.2620, 58.8370)
H (139.2590, 125.0980, 56.8650)
H (140.1230, 125.8110, 54.0200)
H (137.3320, 117.7540, 56.2720)
H (136.7550, 121.7540, 53.6960)
H (136.5720, 126.4300, 55.1990)
H (135.1910, 125.1510, 59.7570)
H (140.4760, 120.9320, 52.0190)
H (137.9900, 121.9460, 50.7120)
H (137.8950, 126.3770, 60.7480)
H (139.2720, 121.3760, 58.2930)
H (142.7920, 124.0870, 53.9720)
H (137.8680, 123.4530, 59.2500)
H (135.8610, 123.0730, 53.1250)
H (138.8420, 121.3860, 61.2770)
H (139.2410, 119.0820, 53.8200)
H (135.3070, 123.6390, 55.6080)
H (135.9650, 117.2940, 57.2310)
H (137.5110, 121.3100, 60.2430)
H (136.1560, 120.1210, 55.0160)
H (139.2160, 123.9470, 50.0650)
H (139.2840, 121.5010, 52.7290)
H (138.2050, 116.8570, 51.8480)
H (136.9920, 127.9930, 54.6820)
H (142.0890, 122.7050, 53.3650)
H (134.8050, 122.2350, 55.1990)
H (137.2920, 119.6510, 57.6940)
H (137.1840, 117.7780, 52.8940)
H (139.3440, 120.0880, 59.5150)
H (135.7390, 118.0900, 55.7270)
H (136.5530, 123.5190, 61.0450)
H (141.5330, 124.3060, 52.8480)
H (139.4430, 121.5010, 49.6830)
H (139.1800, 123.7000, 51.9410)
H (136.9900, 122.6570, 56.4850)
H (138.4930, 124.6240, 55.6700)
H (138.1380, 124.0670, 61.8770)
H (135.8370, 126.9680, 59.5750)
H (137.2870, 123.2920, 53.7400)
H (135.6040, 121.6730, 57.2200)
H (135.4890, 119.7250, 57.5870)
H (141.1230, 125.7090, 55.5130)
H (137.8380, 120.4190, 55.7090)
H (139.2590, 127.6520, 55.8920)

Forces on atoms 1 to 6 (eV/Å):
3.377 0.811 7.591
-0.188 -1.802 1.019
1.849 -2.003 1.141
3.657 -0.226 3.218
1.063 1.072 -2.555
-1.593 4.213 -2.979

=====

Entry 2:
Molecular formula: C24H56BBrN5O11S
Method: DFT, ωB97M-V/def2-TZVPD

Values from the calculation:
Energy above the lowest of the compared OMol25 structures with the same formula, charge and spin, kcal per mole: 27.6
Electronic energy, Ha: -5046.18577
Total charge: +1
Strongest force on any atom, eV Å⁻¹: 2.621

Atoms and positions in Å:
Br (2.1630, 0.1413, 4.3410)
S (0.0792, 3.9913, 0.1370)
O (4.3005, -4.5674, 5.9908)
O (-2.2118, -1.3152, -1.8083)
O (-5.7899, 7.7213, -2.8680)
O (-0.6295, 4.2777, 1.5491)
O (-5.3781, 4.8001, -2.7638)
O (2.4299, -3.4741, 2.8034)
O (0.1484, 5.1941, -0.6044)
O (-5.8627, 0.8068, -5.8360)
O (4.4563, -7.3545, 6.9553)
O (-5.2282, 0.5280, -2.9643)
O (-0.6335, 2.9685, -0.5751)
N (2.4618, -1.4009, 1.4980)
N (1.7230, 0.5626, 2.6100)
N (1.4904, 0.2189, 0.3266)
N (2.3561, -1.7769, 0.1805)
N (4.4093, -2.0977, 3.0923)
C (1.1044, 1.8910, 2.4080)
C (5.1435, -7.7195, 5.7711)
C (6.0588, -1.9402, 0.1220)
C (-6.8186, 0.7647, -4.7839)
C (2.1191, 2.9285, 1.8096)
C (-5.6881, 7.6787, -4.2817)
C (-3.9753, 5.0067, -2.8023)
C (-6.7206, 6.7797, -2.3535)
C (1.7705, 3.4137, 0.3903)
C (2.7667, -2.9850, -0.5413)
C (1.8921, -0.1884, 1.5230)
C (-0.0435, -0.4252, -2.2101)
C (1.4790, -0.6250, -1.9348)
C (1.7983, -0.7974, -0.4889)
C (-0.9478, -1.1367, -1.1999)
C (3.1360, -4.8965, 5.2509)
C (4.1346, -2.8893, -1.3121)
C (4.2234, -4.9753, 7.3551)
C (5.0033, -1.6604, -0.9897)
C (5.0323, -6.2302, 7.6051)
C (-6.0181, 5.5771, -1.7594)
C (-3.9338, 1.0504, -3.2107)
C (-6.2586, 1.3496, -3.5047)
C (-5.2617, -0.4511, -6.0825)
B (3.1197, -2.3449, 2.4710)
H (6.1151, -8.1590, 6.0187)
H (-7.6707, 1.3730, -5.1028)
H (-6.5949, 8.0887, -4.7380)
H (6.4166, -1.0056, 0.5564)
H (2.0308, 0.2285, -2.3392)
H (-4.8411, 8.2969, -4.5758)
H (4.5466, -8.4698, 5.2545)
H (-6.7666, 4.9329, -1.2862)
H (2.3025, -4.2547, 5.5603)
H (-3.5878, 4.5144, -3.6938)
H (-7.1734, -0.2575, -4.6206)
H (-5.8962, 2.3682, -3.6667)
H (2.0253, 2.6946, -0.3870)
H (-3.7686, 1.9445, -2.5981)
H (5.2868, -6.8632, 5.1067)
H (5.7127, -2.6700, 0.8553)
H (-3.7249, 6.0686, -2.8485)
H (6.9145, -2.3889, -0.3961)
H (2.7746, -3.9014, 0.0553)
H (-0.5397, -2.1374, -0.9582)
H (1.8102, -1.4917, -2.5163)
H (-0.2398, 0.6497, -2.2155)
H (2.4045, 4.2847, 0.1881)
H (6.0718, -6.0899, 7.2945)
H (-5.9837, -1.1299, -6.5492)
H (5.0247, -6.4424, 8.6784)
H (2.0043, -3.1546, -1.3017)
H (-7.0576, 1.3893, -2.7574)
H (-2.8568, -1.5419, -1.1239)
H (-0.2382, -0.8591, -3.1950)
H (3.0980, 2.4420, 1.8673)
H (4.6429, -4.1613, 7.9542)
H (0.1754, 1.8199, 1.8389)
H (2.1386, 3.8048, 2.4633)
H (0.8262, 2.2995, 3.3817)
H (-7.4306, 6.4711, -3.1264)
H (3.8994, -2.8325, -2.3813)
H (-1.0117, -0.4998, -0.3068)
H (-5.3026, 5.8866, -0.9918)
H (1.5604, -3.3893, 2.3720)
H (4.4435, -0.7380, -0.7992)
H (4.2946, -1.9436, 4.0940)
H (-1.2567, 3.5394, 1.6675)
H (3.3434, -4.7132, 4.2007)
H (-3.7914, 1.2989, -4.2663)
H (-4.4343, -0.2979, -6.7747)
H (5.5976, -1.4628, -1.8890)
H (3.1827, -5.1190, 7.6585)
H (-7.2804, 7.2863, -1.5609)
H (-4.8752, -0.9011, -5.1644)
H (2.8583, -5.9461, 5.3771)
H (-3.5020, 4.5552, -1.9229)
H (-3.2048, 0.2944, -2.9262)
H (-5.5241, 6.6608, -4.6444)
H (4.9640, -2.9510, 3.0226)
H (4.6883, -3.8191, -1.1568)

Forces on atoms 1 to 6 (eV/Å):
0.108 -0.411 -0.272
-0.208 -0.118 -2.610
-0.209 -0.080 -0.050
0.006 -0.054 0.378
-0.001 -0.185 -0.163
0.498 -0.731 -0.333

=====

Q: What is the strongest force on any atom in the first record?
A: 9.225 eV Å⁻¹